Run w
The following is a quantum chemistry calculation of a structure of composition C3H11N4, from the OMol25 dataset.

Structure (XYZ):
```
18
Properties=species:S:1:pos:R:3
N 1.444 -2.162 0.760
C 1.303 -0.849 0.512
N 2.088 -0.326 -0.462
N 0.569 -0.076 1.291
H 0.736 -2.603 1.314
H 2.048 -2.739 0.203
H 2.372 -0.960 -1.198
H 1.727 0.517 -0.888
H 0.644 -0.308 2.273
C -1.392 1.397 -0.909
C -1.793 0.259 -1.430
N -1.269 1.547 0.532
H -1.104 2.275 -1.463
H -1.705 0.078 -2.494
H -2.139 -0.537 -0.790
H -2.117 1.272 1.024
H -0.373 0.726 0.896
H -1.039 2.487 0.830
```

Calculated values
Frontier orbital gap (eV): 11.18
Charge: +1
HOMO energy (eV): -13.870

Run x
The following is a quantum chemistry calculation of a cluster of 2 separate species, C3H11N4 in total, from the OMol25 dataset.

Structure (XYZ):
```
18
Properties=species:S:1:pos:R:3
C -1.741 -2.290 -0.324
C -0.581 -1.974 0.275
N -2.972 -2.066 0.479
H -1.929 -2.426 -1.374
H 0.312 -1.722 -0.312
H -0.405 -1.661 1.342
H -2.889 -2.402 1.457
H -3.132 -1.088 0.541
H -3.822 -2.574 0.111
N 1.009 2.898 0.063
C 1.558 1.591 -0.215
N 1.012 0.520 0.645
N 2.528 1.413 -1.060
H 0.860 3.349 -0.852
H 0.057 2.891 0.512
H 0.112 0.220 0.331
H 1.674 -0.238 0.392
H 2.714 2.334 -1.453
```

Calculated values
Frontier orbital gap (eV): 7.98
Charge: +1
HOMO energy (eV): -12.224

Run y
The following is a quantum chemistry calculation of the ion C3H11N4 with charge +1, from the OMol25 dataset.

Structure (XYZ):
```
18
Properties=species:S:1:pos:R:3
C -0.360 -0.072 0.495
C -1.792 -0.557 -0.067
C 2.188 1.186 -0.041
N 0.736 -1.727 -0.719
N 1.968 -0.156 0.433
N 0.723 -0.685 0.180
N -2.957 0.392 0.170
H -0.311 0.723 1.364
H -1.762 -0.923 -1.000
H 1.763 1.847 0.612
H 3.336 1.202 -0.063
H 1.776 1.207 -1.050
H 0.739 -1.371 -1.734
H 1.521 -2.475 -0.541
H 2.400 -0.303 1.359
H -2.625 1.263 0.389
H -3.701 0.065 0.874
H -3.641 0.383 -0.662
```

Calculated values
Frontier orbital gap (eV): 8.65
Charge: +1
SMILES: CNN(N)/C=C/[NH3+]
HOMO energy (eV): -12.056

Ranked by calculated energy, most stable first: run w, run x, run y.

Run w
The following is a quantum chemistry calculation of a cluster of 2 separate species, CH3OS in total, from the OMol25 dataset.

Structure (XYZ):
```
6
Properties=species:S:1:pos:R:3
S -0.094 -1.057 -1.478
H 0.383 -1.439 -2.668
O -0.005 1.622 1.709
C -0.054 0.582 1.020
H 0.846 0.310 0.434
H -1.076 -0.019 0.984
```

Calculated values
Frontier orbital gap (eV): 7.11
Charge: -1
HOMO energy (eV): -2.819

Run x
The following is a quantum chemistry calculation of a cluster of 2 separate species, CH3OS in total, from the OMol25 dataset.

Structure (XYZ):
```
6
Properties=species:S:1:pos:R:3
S -0.745 1.964 -0.384
H 0.428 2.381 -0.953
O 0.944 -1.740 0.889
C 0.043 -1.129 0.355
H -0.796 -0.577 0.813
H 0.127 -0.900 -0.721
```

Calculated values
Frontier orbital gap (eV): 7.03
Charge: -1
HOMO energy (eV): -2.783

Ranked by calculated energy, most stable first: run x, run w.

Run w
The following is a quantum chemistry calculation of an isolated molecule of C4H7N5, from the OMol25 dataset.

Structure (XYZ):
```
16
Properties=species:S:1:pos:R:3
C -0.256 0.778 1.132
C 0.444 0.005 0.011
C -0.295 -0.863 -0.696
C -1.815 -0.832 -0.757
H 1.252 2.604 1.100
H 0.150 2.353 2.430
H -2.231 0.872 1.974
H 1.870 -0.440 -1.179
H 2.347 0.015 0.297
H 0.072 -2.720 -1.657
H 0.338 -1.480 -2.683
N 0.302 1.889 1.468
N -1.413 0.210 1.540
N 1.679 0.273 -0.446
N 0.501 -1.697 -1.690
N -2.946 -0.964 -0.843
```

Calculated values
Frontier orbital gap (eV): 9.05
Charge: 0
SMILES: [H]/N=C(N)/C(N)=C(/N)C#N
HOMO energy (eV): -8.645

Run x
The following is a quantum chemistry calculation of an isolated molecule of C4H7N5, from the OMol25 dataset.

Structure (XYZ):
```
16
Properties=species:S:1:pos:R:3
C -0.556 1.303 -0.020
C 0.317 -0.622 -0.725
C 0.594 -2.157 0.760
C 0.175 -0.892 1.502
H -1.177 3.102 0.772
H -0.043 2.133 1.719
H -0.597 -0.053 -2.450
H -0.239 -2.850 0.861
H 1.514 -2.673 1.011
H 0.899 -0.874 2.384
H -0.777 -0.970 1.866
N -0.851 2.190 1.047
N -0.405 1.636 -1.246
N -0.055 0.258 -1.739
N 0.790 -1.842 -0.588
N 0.128 0.100 0.346
```

Calculated values
Frontier orbital gap (eV): 8.59
Charge: 0
SMILES: NC1=NNC2=NCCN12
HOMO energy (eV): -7.928

Run y
The following is a quantum chemistry calculation of an isolated molecule of C4H7N5, from the OMol25 dataset.

Structure (XYZ):
```
16
Properties=species:S:1:pos:R:3
C -1.217 -0.190 -0.747
C 0.030 0.212 -0.176
C 0.344 1.171 0.657
C 1.707 -1.075 0.641
H -1.805 1.580 -0.505
H -3.128 0.492 -0.653
H -2.122 -1.887 -1.817
H -0.124 1.914 1.251
H 2.255 2.017 1.341
H 1.665 -2.295 0.941
H 0.767 -1.448 -1.145
N -2.208 0.607 -0.379
N -1.248 -1.462 -1.160
N 1.826 1.062 0.899
N 2.231 -0.085 1.414
N 1.028 -0.613 -0.561
```

Calculated values
Frontier orbital gap (eV): 8.25
Charge: 0
SMILES: [H]/N=C(\N)C1=CNN=CN1
HOMO energy (eV): -7.552

Ranked by calculated energy, most stable first: run x, run w, run y.

Run w
The following is a quantum chemistry calculation of an isolated molecule of C4H7N5, from the OMol25 dataset.

Structure (XYZ):
```
16
Properties=species:S:1:pos:R:3
C 0.689 0.416 0.013
C -0.685 -0.271 0.016
C 1.784 -0.289 0.056
N 0.598 1.830 0.057
N -1.511 0.110 1.144
N -1.384 0.153 -1.195
N 2.776 -0.983 -0.094
C -0.494 -1.722 0.040
N -0.375 -2.857 -0.013
H 1.477 2.270 -0.182
H -0.134 2.140 -0.576
H -2.358 -0.125 -1.140
H -0.966 -0.270 -2.017
H -1.096 -0.191 2.018
H -1.605 1.120 1.159
H 3.284 -1.331 0.715
```

Calculated values
Frontier orbital gap (eV): 8.88
Charge: 0
SMILES: N#CC(N)(N)C(N)=C=N
HOMO energy (eV): -8.172

Run x
The following is a quantum chemistry calculation of an isolated molecule of C4H7N5, from the OMol25 dataset.

Structure (XYZ):
```
16
Properties=species:S:1:pos:R:3
N 1.909 -1.319 -0.360
N 1.124 -1.098 0.597
N 0.000 -0.728 -1.317
C 1.226 -1.069 -1.531
C -1.338 1.831 2.190
C -0.831 1.253 1.084
N 1.738 -1.162 -2.782
N -0.052 -0.770 0.035
C -1.159 -0.189 0.782
H -2.023 1.353 2.907
H -1.079 2.853 2.417
H -0.276 1.807 0.343
H 2.752 -1.232 -2.799
H 1.286 -0.514 -3.411
H -1.212 -0.740 1.707
H -2.066 -0.276 0.138
```

Calculated values
Frontier orbital gap (eV): 9.96
Charge: 0
SMILES: C=CCn1nnc(N)n1
HOMO energy (eV): -8.907

Ranked by calculated energy, most stable first: run w, run x.